[1]
{"formula": "C4H7N2", "method": "ωB97M-V/def2-TZVPD", "smiles": "Cc1c[nH]c[nH+]1", "relative_energy_kcal_mol": 20.27, "gap_ha": 0.384, "total_charge": 1, "e_lumo_ev": -3.88, "largest_force_ev_per_a": 3.41, "e_homo_ha": -0.5267, "elements": ["C", "C", "C", "N", "C", "N", "H", "H", "H", "H", "H", "H", "H"], "positions_angstrom": [[-1.4820, -0.6934, 0.9692], [-0.3886, -0.2226, 0.0798], [-0.2950, 0.1851, -1.2250], [0.9950, 0.6748, -1.4205], [1.6751, 0.3970, -0.3169], [0.8151, 0.1331, 0.6789], [-1.9181, -1.6159, 0.6013], [-1.1435, -0.9422, 1.9766], [-2.2715, 0.0683, 1.1124], [-1.1019, -0.1013, -1.8895], [1.3868, 1.2858, -2.1224], [2.7051, 0.6611, -0.1089], [1.0234, 0.1703, 1.6648]]}

[2]
{"formula": "C5H8N2", "method": "ωB97M-V/def2-TZVPD", "smiles": "Cc1ccn(C)n1", "relative_energy_kcal_mol": 29.42, "gap_ha": 0.368, "e_lumo_ev": 1.03, "largest_force_ev_per_a": 2.07, "e_homo_ha": -0.3300, "elements": ["C", "C", "C", "C", "N", "C", "N", "H", "H", "H", "H", "H", "H", "H", "H"], "positions_angstrom": [[-2.3502, -0.7366, 0.1659], [-1.1006, 0.1082, 0.2967], [-0.6658, 1.4479, 0.1706], [0.6829, 1.3385, -0.1228], [0.9858, 0.0232, -0.1294], [2.2755, -0.6343, -0.1520], [-0.0650, -0.7156, 0.1397], [-1.7296, -1.6117, -0.0822], [-2.9289, -0.5099, -0.7067], [-3.0894, -0.7392, 1.0070], [-1.2432, 2.3615, 0.2222], [1.4322, 2.0759, -0.3528], [3.0062, 0.0297, -0.6092], [2.2203, -1.5678, -0.7216], [2.5701, -0.8696, 0.8746]]}

[3]
{"formula": "C4H4OS", "method": "ωB97M-V/def2-TZVPD", "smiles": "C#CCOC=S", "relative_energy_kcal_mol": 69.82, "gap_ha": 0.345, "e_lumo_ev": 0.63, "largest_force_ev_per_a": 4.28, "e_homo_ha": -0.3221, "elements": ["C", "C", "C", "O", "C", "S", "H", "H", "H", "H"], "positions_angstrom": [[1.3771, -1.3266, -2.3501], [1.5113, -1.0762, -1.1990], [1.3247, -0.9009, 0.2718], [0.0338, -0.4548, 0.6772], [-0.4326, 0.6875, 0.3837], [-1.7508, 1.3657, 0.9064], [1.4417, -1.6483, -3.4110], [2.1216, -0.2194, 0.5561], [1.3333, -1.8812, 0.7026], [0.1626, 1.2338, -0.4072]]}